# 1
The following is a quantum chemistry calculation of 16 unconnected molecules or ions with the total composition C41H119N5O16, from the Open Molecules 2025 dataset.

CARTESIAN COORDINATES (ANGSTROEM)
C: -0.028 4.264 2.871
C: -1.237 4.501 3.740
C: -1.169 5.615 4.837
O: -2.251 4.788 2.903
H: -0.222 3.380 2.263
H: 0.945 4.074 3.324
H: 0.117 5.037 2.117
H: -1.487 3.587 4.280
H: -2.045 5.606 5.487
H: -1.074 6.578 4.336
H: -0.253 5.488 5.414
H: -2.627 3.930 2.690
C: 1.485 -4.534 -1.469
C: -0.064 -4.540 -1.308
C: -0.685 -5.903 -1.200
O: -0.283 -3.784 -0.084
H: 2.033 -5.076 -0.698
H: 1.903 -3.528 -1.464
H: 1.833 -5.009 -2.387
H: -0.451 -4.001 -2.172
H: -1.756 -5.727 -1.297
H: -0.549 -6.487 -0.289
H: -0.348 -6.599 -1.968
H: -0.127 -4.329 0.690
C: -2.436 1.058 5.856
C: -1.725 0.210 4.866
C: -0.457 0.854 4.423
O: -1.334 -0.983 5.486
H: -2.594 2.034 5.397
H: -1.785 1.184 6.722
H: -3.362 0.556 6.136
H: -2.347 0.073 3.981
H: -0.574 1.594 3.632
H: 0.203 0.129 3.946
H: 0.111 1.341 5.216
H: -0.764 -0.741 6.221
C: 3.509 1.843 -1.840
C: 3.718 3.272 -2.342
C: 2.918 4.237 -1.402
O: 5.016 3.559 -2.134
H: 2.440 1.633 -1.788
H: 4.033 1.555 -0.928
H: 3.926 1.180 -2.597
H: 3.432 3.409 -3.385
H: 2.002 4.568 -1.893
H: 3.538 5.086 -1.113
H: 2.641 3.692 -0.500
H: 5.561 2.856 -2.494
C: -4.554 5.367 0.210
C: -3.467 5.187 -0.785
C: -3.058 3.745 -0.952
O: -3.971 5.772 -1.980
H: -4.232 4.934 1.157
H: -5.416 4.739 -0.017
H: -4.935 6.372 0.389
H: -2.611 5.742 -0.401
H: -2.508 3.561 -1.875
H: -3.942 3.108 -0.959
H: -2.425 3.363 -0.151
H: -4.472 5.093 -2.437
C: -0.142 0.979 -0.041
C: 0.192 -0.452 -0.158
C: 0.980 -0.990 1.070
O: -0.979 -1.219 -0.252
H: 0.716 1.634 0.114
H: -0.790 1.149 0.818
H: -0.675 1.374 -0.906
H: 0.853 -0.712 -0.985
H: 0.951 -2.078 1.124
H: 0.500 -0.622 1.977
H: 1.970 -0.535 1.111
H: -0.779 -2.153 -0.344
C: 5.183 -0.067 1.933
C: 4.905 1.069 3.026
C: 3.465 1.664 3.115
O: 5.210 0.604 4.331
H: 6.130 -0.583 2.094
H: 5.202 0.420 0.958
H: 4.305 -0.686 1.749
H: 5.571 1.876 2.721
H: 3.031 1.836 2.130
H: 3.572 2.597 3.667
H: 2.833 1.095 3.798
H: 5.403 1.402 4.830
O: -3.277 2.307 2.329
H: -4.140 2.034 2.638
H: -2.998 1.602 1.743
O: 0.771 -5.052 2.066
H: 0.817 -5.847 2.597
H: 0.044 -4.555 2.441
O: 3.483 -4.105 1.774
H: 2.574 -4.370 1.628
H: 3.624 -4.241 2.711
O: -3.317 0.258 0.250
H: -3.879 0.021 -0.487
H: -2.495 -0.202 0.083
C: 2.014 -1.927 4.235
C: 2.974 -2.252 5.385
C: 4.325 -2.891 5.058
O: 4.050 -4.149 4.431
C: 5.243 -4.883 4.042
N: 3.088 -1.043 6.104
H: 2.414 -1.121 3.619
H: 1.089 -1.598 4.710
H: 1.759 -2.734 3.549
H: 2.439 -2.917 6.062
H: 4.929 -3.066 5.948
H: 4.867 -2.254 4.359
H: 5.723 -4.453 3.163
H: 4.856 -5.852 3.728
H: 6.015 -5.028 4.798
H: 2.137 -0.734 6.246
H: 3.590 -0.447 5.462
C: -3.423 -3.119 4.029
C: -2.326 -4.009 3.432
C: -2.776 -4.775 2.198
O: -3.693 -5.769 2.636
C: -4.229 -6.587 1.634
N: -1.132 -3.147 3.229
H: -3.275 -2.487 4.904
H: -4.361 -3.674 4.045
H: -3.652 -2.394 3.248
H: -2.068 -4.717 4.219
H: -1.850 -5.132 1.746
H: -3.230 -4.079 1.492
H: -4.782 -5.969 0.926
H: -4.930 -7.216 2.181
H: -3.464 -7.143 1.092
H: -1.193 -2.533 4.029
H: -1.248 -2.499 2.464
C: -4.487 -1.561 -5.130
C: -3.381 -2.227 -4.336
C: -2.254 -2.705 -5.261
O: -2.601 -3.405 -6.438
C: -1.559 -3.659 -7.363
N: -2.915 -1.342 -3.288
H: -4.815 -2.263 -5.897
H: -4.246 -0.587 -5.555
H: -5.412 -1.366 -4.588
H: -3.764 -3.165 -3.932
H: -1.433 -3.189 -4.733
H: -1.837 -1.744 -5.564
H: -1.056 -2.725 -7.617
H: -1.967 -4.107 -8.268
H: -0.803 -4.280 -6.881
H: -3.587 -1.439 -2.540
H: -2.107 -1.702 -2.801
C: 0.459 -0.151 -3.794
C: 1.750 0.064 -4.534
C: 2.010 -1.179 -5.416
O: 2.411 -2.305 -4.667
C: 2.659 -3.466 -5.457
N: 1.734 1.319 -5.319
H: 0.308 0.697 -3.126
H: 0.337 -1.060 -3.205
H: -0.367 0.017 -4.485
H: 2.505 0.156 -3.753
H: 2.777 -0.853 -6.118
H: 1.075 -1.318 -5.958
H: 1.822 -3.735 -6.102
H: 2.772 -4.314 -4.782
H: 3.564 -3.373 -6.056
H: 2.609 1.492 -5.793
H: 1.593 2.077 -4.667
C: -0.458 5.510 -2.633
C: -0.914 4.710 -3.957
C: -0.617 5.555 -5.210
O: -1.589 6.579 -5.341
C: -1.099 7.775 -6.011
N: -0.256 3.445 -3.948
H: -1.241 6.209 -2.340
H: 0.489 6.020 -2.813
H: -0.382 4.859 -1.762
H: -1.976 4.507 -3.819
H: -0.724 4.845 -6.031
H: 0.379 5.976 -5.074
H: -1.804 8.588 -5.841
H: -0.979 7.569 -7.075
H: -0.105 8.030 -5.645
H: -0.144 3.113 -3.001
H: -0.810 2.739 -4.410

* net charge: 0
* energy above the lowest of the compared OMol25 structures with the same formula, charge and spin: 60.8 kcal per mole
* E_HOMO: -8.94 eV
* E_LUMO: 0.246 eV



# 2
The following is a quantum chemistry calculation of a molecular structure, C41H26Cl2FeN4O5S3, from the Open Molecules 2025 dataset.

CARTESIAN COORDINATES (ANGSTROEM)
Fe: -0.119 -0.255 -0.539
S: 5.406 -2.358 -1.285
C: 6.790 -3.192 -0.738
C: 6.467 -4.349 -0.099
C: 5.068 -4.559 -0.037
C: 4.355 -3.555 -0.633
C: 2.900 -3.441 -0.730
C: 2.286 -2.175 -0.779
N: 0.978 -2.022 -0.829
C: 0.175 -3.111 -0.831
C: 0.680 -4.408 -0.800
C: -0.248 -5.507 -0.819
C: -1.582 -5.295 -0.858
C: -2.122 -3.962 -0.878
C: -3.494 -3.663 -0.886
C: -3.935 -2.352 -0.891
C: -2.957 -1.338 -0.889
N: -1.665 -1.603 -0.867
C: -1.238 -2.887 -0.863
C: -5.350 -1.984 -0.887
C: -5.912 -0.849 -0.369
C: -7.320 -0.818 -0.521
C: -7.797 -1.925 -1.152
S: -6.552 -3.018 -1.556
C: 2.076 -4.552 -0.755
H: 7.772 -2.790 -0.930
H: 7.199 -5.022 0.322
H: 4.609 -5.401 0.462
H: 2.882 -1.270 -0.756
H: 0.146 -6.514 -0.798
H: -2.270 -6.130 -0.868
H: -4.213 -4.474 -0.869
H: -3.240 -0.292 -0.913
H: -5.347 -0.073 0.130
H: -7.948 -0.011 -0.175
H: -8.819 -2.158 -1.404
H: 2.509 -5.544 -0.747
O: 1.154 0.023 5.592
S: 1.545 -0.848 4.528
O: 1.923 -2.198 4.794
N: 0.350 -0.835 3.362
C: 0.784 -0.264 2.304
O: 0.018 -0.110 1.250
C: 2.188 0.228 2.300
C: 2.896 0.893 1.314
C: 4.209 1.258 1.592
C: 4.786 0.971 2.825
C: 4.067 0.313 3.819
C: 2.770 -0.047 3.522
H: 2.444 1.149 0.363
H: 4.786 1.785 0.843
H: 5.807 1.273 3.018
H: 4.506 0.097 4.783
Cl: 2.064 5.133 0.726
C: 0.750 4.181 1.369
C: 0.973 3.454 2.524
C: -0.043 2.676 3.049
C: -1.263 2.627 2.393
C: -1.483 3.383 1.255
Cl: -3.072 3.343 0.555
C: -0.491 4.214 0.710
N: -0.704 5.109 -0.330
C: -1.387 4.845 -1.560
C: -2.521 5.592 -1.859
C: -3.193 5.407 -3.053
C: -2.735 4.464 -3.964
C: -1.594 3.736 -3.678
C: -0.901 3.924 -2.486
C: 0.367 3.155 -2.238
C: 0.147 1.785 -1.695
O: 1.118 0.958 -1.573
O: -0.989 1.384 -1.294
H: 1.943 3.505 3.001
H: 0.111 2.114 3.961
H: -2.071 2.021 2.780
H: 0.015 5.812 -0.404
H: -2.872 6.306 -1.126
H: -4.075 5.993 -3.273
H: -3.255 4.310 -4.900
H: -1.216 3.022 -4.402
H: 1.013 3.661 -1.513
H: 0.964 3.051 -3.147

* 2S+1: 6
* net charge: +1
* energy above the lowest of the compared OMol25 structures with the same formula, charge and spin: 0.0 kcal per mole
* E_HOMO (alpha / beta): -10.41 / -10.41 eV
* E_LUMO (alpha / beta): -3.916 / -4.665 eV